Molecular formula: C49H97Cl2N3O12PS
Method: DFT, the ωB97M-V functional and the def2-TZVPD basis

```
165
Properties=species:S:1:pos:R:3:forces:R:3:mulliken_charge:R:1
C -0.57788 0.86359 2.50063 0.823 0.369 -0.466 -0.86
C 1.01589 0.55017 2.72671 0.198 -0.515 -0.199 -0.17
C 1.80897 0.44430 1.26678 0.072 -0.392 1.208 -0.58
C 1.07196 -0.72600 0.32497 1.718 1.231 0.717 0.64
C 2.31848 -1.34829 -0.60127 0.033 1.074 1.059 -1.42
C 1.88688 -2.63819 -1.50513 -2.059 0.219 0.850 0.36
C 1.63382 -2.07621 -3.02238 2.528 -1.197 -0.771 -0.89
S 0.51716 -0.58069 -3.15203 -5.934 2.441 -3.386 1.03
O -0.92644 -0.78624 -2.63515 5.127 -0.004 -0.772 -0.52
O 0.41751 -0.01546 -4.61936 1.741 -2.339 4.779 -0.71
O 0.52699 -2.97259 -1.05935 0.889 -1.310 0.824 -0.12
C 0.25967 -4.38415 -0.62366 -1.022 1.893 -1.386 -0.82
O -0.75539 -4.16350 0.41578 1.742 -1.384 -0.363 -0.55
C -0.49694 -4.97830 -1.94520 -0.236 -0.235 -1.481 0.02
C -2.13580 -4.88276 -1.92046 -0.369 -0.800 -0.061 -0.89
C -2.74676 -3.36626 -2.01856 -0.564 -0.771 0.529 0.62
C -4.31632 -3.29051 -1.46103 0.823 0.889 -0.340 -0.02
O -5.01012 -4.58922 -1.48778 -0.620 1.573 2.412 -0.37
C -5.73510 -4.64597 -0.17631 0.172 0.416 0.545 -0.33
C 1.75911 -4.94247 -0.20128 -0.807 0.497 0.649 0.76
C 2.12403 -4.44514 1.35383 0.367 0.432 0.392 -0.58
C 3.35926 -5.27446 2.03916 0.451 -0.741 -0.019 0.24
C 2.93909 -6.28164 3.26009 -1.110 0.183 0.235 -0.74
Cl 4.52279 -4.00000 2.81324 -0.871 -0.918 -0.619 -0.22
C 1.73429 -6.58522 -0.32418 1.830 -0.296 -0.404 -0.36
P 0.32857 -7.45483 0.62167 -4.694 -3.104 -0.635 0.78
O -1.03405 -7.60169 -0.16571 4.427 1.021 2.434 -0.65
O 0.89046 -9.11645 0.90809 -1.417 2.655 0.502 -0.61
O -0.04505 -6.80754 2.19008 0.131 -1.701 -2.112 -0.48
C 2.68682 -4.08828 -1.30423 0.495 -0.452 -1.901 0.35
Cl 4.50550 -3.82332 -0.84852 -1.935 0.126 0.242 -0.15
C 2.92478 -4.84457 -2.77911 0.835 -0.520 0.462 -0.70
O 3.94662 -5.92247 -2.55999 -1.870 0.417 -1.843 -0.29
C 3.95152 -6.78873 -3.75136 0.663 -0.847 -0.135 -0.31
C 5.35413 -7.68157 -3.66577 -0.819 1.220 0.669 -0.92
H -1.03633 1.34413 3.46807 0.705 -1.181 -1.949 0.33
H -1.09747 -0.13032 2.16041 0.737 2.035 0.849 0.20
H -0.67927 1.64250 1.60622 0.135 -1.578 1.954 0.17
H 1.13715 -0.51704 3.24702 -0.313 2.225 -1.088 0.27
H 1.53704 1.31748 3.46334 -1.172 -1.427 -1.712 0.10
H 2.92570 0.13445 1.55318 -2.309 0.575 -0.829 0.23
H 1.85970 1.48816 0.73947 -0.217 -1.906 0.909 0.09
H 0.63950 -1.50135 1.08924 0.626 1.339 -1.931 -0.03
H 0.27258 -0.15284 -0.30729 1.225 -1.648 1.208 0.26
H 2.68694 -0.41899 -1.25379 -0.545 -2.219 1.156 0.14
H 3.18655 -1.54189 0.17257 -1.669 0.028 -1.811 0.57
H 1.22356 -2.87785 -3.78554 0.426 1.792 1.678 0.36
H 2.70702 -1.76649 -3.44425 -2.414 -0.245 0.739 0.43
H 1.06005 0.49734 -2.38480 -0.059 -1.544 -0.631 -0.01
H -1.20803 -5.00892 0.70364 0.923 1.052 -0.893 0.50
H -0.22471 -6.07753 -2.23696 -0.500 1.938 0.855 0.33
H -0.14460 -4.30371 -2.86549 -0.680 -1.465 2.062 -0.23
H -2.54841 -5.47000 -0.97364 0.877 1.335 -2.043 0.08
H -2.51420 -5.51881 -2.85739 0.835 1.399 2.047 0.40
H -2.74369 -3.03740 -3.14162 0.308 -0.371 2.273 0.21
H -2.12591 -2.68264 -1.29924 -1.098 -1.087 -1.857 -0.46
H -4.25992 -2.86176 -0.35368 -0.191 -0.961 -2.319 0.43
H -4.95023 -2.54378 -2.12048 1.350 -1.355 1.432 -0.47
H -4.88724 -4.78188 0.63741 -1.899 0.039 -1.349 0.21
H -6.28682 -3.62091 0.06978 1.111 -2.115 -0.746 0.06
H -6.54045 -5.49381 -0.13144 1.828 1.425 -0.386 0.26
H 1.20976 -4.52738 2.08553 1.569 -0.009 -1.778 0.46
H 2.44607 -3.29582 1.38271 -0.817 -2.632 -0.438 0.02
H 4.04855 -5.84927 1.25177 -1.614 1.457 1.731 0.25
H 3.75511 -6.31204 4.10506 -1.467 -0.147 -2.013 0.37
H 1.94619 -5.88220 3.78302 2.169 -0.730 -1.194 0.18
H 2.65282 -7.36266 2.85288 0.859 2.268 0.850 0.13
H 1.62486 -6.92621 -1.46349 -0.110 0.676 2.669 0.33
H 2.75013 -7.10236 0.03132 -2.183 1.313 -0.642 0.51
H 0.14180 -9.64460 1.33907 1.293 1.259 -1.016 0.35
H -0.85739 -7.31362 2.51545 1.402 0.917 -0.821 0.34
H 3.44463 -4.11557 -3.56859 -1.545 -1.271 1.752 0.41
H 1.96307 -5.36624 -3.18798 1.520 1.276 0.691 0.33
H 3.01172 -7.48827 -3.72038 1.647 1.165 -0.109 0.25
H 3.88810 -6.15299 -4.73561 0.277 -1.092 1.803 0.29
H 5.49629 -8.35001 -4.61646 -0.298 1.255 1.994 0.33
H 6.23398 -6.89354 -3.54654 -1.806 -1.835 -0.369 0.25
H 5.27028 -8.29409 -2.65559 0.346 1.069 -2.315 0.23
C 5.00953 6.30881 -2.17005 -0.076 0.074 -0.267 -1.86
C 4.23504 5.13649 -1.50900 1.733 0.924 0.499 2.05
C 4.82893 3.79230 -2.00495 -0.305 -0.113 -0.062 -1.15
C 4.45585 3.47999 -3.44986 0.008 0.024 0.000 -0.65
C 2.94374 3.51270 -3.63633 0.134 -0.034 0.305 -0.56
C 2.28215 4.82743 -3.13993 -0.984 0.499 -1.760 1.65
N 2.76111 5.25282 -1.78082 -1.416 -4.195 2.495 0.18
O 2.09677 4.45125 -0.83351 1.578 2.501 -2.245 -0.35
C 2.54049 5.96690 -4.16102 0.173 0.122 -0.124 -1.70
C 0.72772 4.63530 -3.20817 0.296 -0.156 0.756 -1.76
C 4.57569 5.30781 0.00940 -0.648 -0.367 -0.121 -1.93
H 6.05090 6.33088 -1.82653 -0.278 -0.168 0.136 0.45
H 5.07445 6.24358 -3.25391 -0.143 0.001 0.018 0.34
H 4.56234 7.27483 -1.91047 -0.025 -0.184 -0.041 0.37
H 4.48016 2.96833 -1.36707 -0.112 0.225 0.027 0.25
H 5.92239 3.80349 -1.91263 -0.186 0.245 0.139 0.40
H 4.94000 4.18440 -4.13419 -0.022 -0.007 0.053 0.32
H 4.83456 2.48686 -3.71766 -0.034 0.126 0.003 0.42
H 2.71143 3.35105 -4.69632 -0.177 0.212 0.199 0.46
H 2.51349 2.65568 -3.09756 -0.060 0.241 0.056 -0.28
H 2.23123 6.93761 -3.75499 0.103 -0.202 0.026 0.37
H 1.96509 5.81108 -5.08364 0.019 -0.161 0.356 0.45
H 3.57591 6.04121 -4.48631 0.043 0.037 0.130 0.30
H 0.38105 3.77881 -2.61913 0.188 0.263 0.058 0.28
H 0.39991 4.44542 -4.23749 0.412 0.113 0.121 0.44
H 0.20269 5.53128 -2.85626 0.162 -0.143 0.017 0.45
H 4.16376 6.24612 0.39944 -0.025 -0.144 -0.112 0.45
H 5.66138 5.33573 0.16935 -0.206 0.019 -0.383 0.49
H 4.19928 4.48519 0.62684 -0.028 0.165 -0.344 0.27
C 2.54652 6.70612 6.95851 0.027 0.174 -0.230 -1.65
C 2.81337 5.19321 6.73252 -0.170 1.076 1.703 1.58
C 4.34152 4.93376 6.78705 -0.025 -0.191 -0.283 -1.23
C 5.07123 5.44559 5.55010 0.011 0.034 -0.001 -0.71
C 4.46115 4.86009 4.28230 -0.067 -0.236 0.322 -0.90
C 2.92567 5.06846 4.17497 -0.047 0.906 -1.867 2.10
N 2.19397 4.73093 5.44313 1.504 -4.829 0.292 0.24
O 2.09302 3.32844 5.50707 -0.236 3.716 -0.155 -0.49
C 2.61858 6.53559 3.77374 0.032 0.229 0.066 -1.77
C 2.41764 4.24866 2.93899 -0.062 -0.371 0.717 -1.63
C 2.14534 4.53204 7.98453 -0.005 -0.494 -0.583 -1.78
H 2.83494 7.00549 7.97347 -0.056 -0.323 -0.132 0.44
H 3.11547 7.36080 6.30207 -0.070 -0.074 -0.100 0.30
H 1.48302 6.94226 6.84110 0.151 -0.104 -0.056 0.38
H 4.53734 3.85732 6.88904 -0.235 0.095 -0.064 0.37
H 4.77491 5.40518 7.67825 -0.335 -0.014 -0.041 0.38
H 5.04892 6.53972 5.51417 -0.033 -0.039 0.022 0.30
H 6.12913 5.16478 5.60864 -0.116 0.056 -0.013 0.43
H 4.96251 5.29779 3.41010 -0.332 -0.021 -0.018 0.15
H 4.69130 3.78481 4.25634 -0.245 0.117 0.015 0.46
H 1.54631 6.75059 3.85625 0.192 -0.094 0.074 0.41
H 2.90157 6.72922 2.73019 -0.037 -0.320 0.213 0.32
H 3.16607 7.27527 4.35387 -0.065 -0.032 0.130 0.35
H 2.66164 3.18270 3.00911 -0.123 0.225 0.204 0.11
H 2.88476 4.60426 2.01251 -0.143 0.203 0.485 -0.06
H 1.33225 4.34698 2.81831 0.169 -0.030 0.096 0.54
H 1.05999 4.68752 7.97686 0.185 -0.041 -0.099 0.44
H 2.53177 4.96882 8.91458 0.069 0.151 -0.413 0.41
H 2.33712 3.45583 8.05235 -0.086 0.198 -0.253 0.35
C -7.57357 1.54805 -3.14346 -0.096 0.213 0.182 -1.72
C -7.82289 0.08362 -2.69128 0.628 0.764 -1.811 1.75
C -9.24898 -0.34545 -3.12448 -0.057 -0.136 0.325 -1.24
C -10.34169 0.30517 -2.28354 -0.004 0.032 -0.015 -0.48
C -10.11508 0.03500 -0.80099 0.156 -0.284 -0.224 -1.22
C -8.69546 0.42479 -0.30560 -0.577 1.259 1.518 1.70
N -7.59985 -0.06118 -1.21169 -1.114 -4.949 0.336 0.23
O -7.41680 -1.43180 -0.94869 0.000 3.698 -0.559 -0.40
C -8.59487 1.96540 -0.15017 -0.016 0.215 -0.109 -1.68
C -8.54511 -0.09116 1.16715 0.337 -0.551 -0.545 -1.85
C -6.77716 -0.72232 -3.53263 -0.146 -0.361 0.662 -1.99
H -7.55640 1.62060 -4.23771 0.032 -0.288 0.213 0.44
H -8.34495 2.24773 -2.82938 0.032 -0.043 0.127 0.31
H -6.60775 1.91569 -2.77932 -0.154 -0.112 0.024 0.38
H -9.35275 -1.43686 -3.05019 0.203 0.129 0.105 0.36
H -9.41549 -0.09759 -4.18049 0.312 0.030 0.142 0.34
H -10.38406 1.38278 -2.47289 0.039 -0.040 -0.001 0.31
H -11.31780 -0.09456 -2.58167 0.105 0.071 0.041 0.38
H -10.87673 0.57019 -0.22034 0.317 0.011 0.101 0.35
H -10.29019 -1.03522 -0.61709 0.235 0.142 0.025 0.38
H -7.55936 2.27620 0.03396 -0.153 -0.127 -0.116 0.38
H -9.18853 2.31772 0.70425 0.109 -0.338 -0.139 0.45
H -8.97681 2.52067 -1.00411 0.107 -0.058 -0.084 0.29
H -8.70487 -1.17163 1.25529 0.190 0.193 -0.208 0.34
H -9.28658 0.37764 1.82553 0.075 0.137 -0.414 0.43
H -7.55279 0.14487 1.56949 -0.129 -0.057 -0.158 0.44
H -5.75352 -0.45147 -3.24795 -0.193 -0.027 0.036 0.49
H -6.88556 -0.51042 -4.60428 -0.192 0.214 0.339 0.51
H -6.88740 -1.80672 -3.42527 -0.017 0.229 0.209 0.33
```
Forces are in eV/Å.

Calculated values
Kohn-Sham gap (alpha / beta) = 8.943 / 8.539 eV
2S+1 = 4
HOMO energy (alpha / beta) = -8.9 / -8.9 eV
net charge = 0